No. 1
{
  "formula": "C14H38BF4N2O8",
  "method": "wB97M-V/def2-TZVPD",
  "elements": ["N", "H", "H", "H", "H", "N", "H", "H", "H", "H", "C", "C", "C", "O", "H", "H", "H", "H", "H", "H", "H", "C", "C", "C", "O", "H", "H", "H", "H", "H", "H", "H", "B", "F", "F", "F", "F", "C", "C", "O", "C", "O", "O", "C", "H", "H", "H", "H", "H", "H", "H", "H", "C", "C", "O", "C", "O", "O", "C", "H", "H", "H", "H", "H", "H", "H", "H"],
  "xyz": [[-0.891, -1.937, 3.281], [0.037, -1.538, 3.445], [-1.090, -1.985, 2.261], [-1.581, -1.293, 3.671], [-0.995, -2.866, 3.673], [-1.539, 0.685, 0.573], [-2.305, 1.070, 1.160], [-0.567, 0.981, 0.804], [-1.813, 1.005, -0.363], [-1.506, -0.343, 0.530], [-1.980, 4.154, 1.034], [-3.311, 3.505, 1.493], [-4.102, 3.042, 0.258], [-3.141, 2.486, 2.409], [-2.087, 4.882, 0.218], [-1.310, 3.379, 0.653], [-1.505, 4.689, 1.857], [-3.982, 4.249, 1.965], [-3.407, 2.524, -0.409], [-4.675, 3.838, -0.231], [-4.868, 2.338, 0.591], [-0.662, -2.774, -1.598], [-1.823, -2.712, -0.591], [-2.532, -4.109, -0.545], [-1.532, -2.141, 0.637], [-1.066, -2.977, -2.595], [0.008, -3.600, -1.353], [-0.199, -1.791, -1.683], [-2.588, -2.070, -1.056], [-1.822, -4.907, -0.299], [-2.872, -4.294, -1.568], [-3.343, -4.229, 0.172], [0.978, 1.294, 2.793], [2.016, 2.121, 3.192], [0.858, 1.326, 1.365], [1.180, -0.078, 3.109], [-0.190, 1.695, 3.428], [-1.841, -1.146, -5.330], [-1.926, -0.048, -4.262], [-0.610, 0.336, -3.933], [-0.468, 1.087, -2.836], [-1.385, 1.361, -2.103], [0.773, 1.532, -2.782], [1.041, 2.488, -1.728], [-1.225, -0.762, -6.145], [-2.816, -1.367, -5.767], [-1.452, -2.090, -4.955], [-2.481, -0.463, -3.416], [-2.542, 0.803, -4.561], [1.824, 3.108, -2.160], [1.326, 2.009, -0.796], [0.202, 3.166, -1.573], [6.535, -0.195, 2.945], [6.547, -0.976, 1.650], [5.514, -0.569, 0.767], [4.328, -1.194, 0.818], [4.075, -2.159, 1.499], [3.505, -0.640, -0.028], [2.181, -1.098, -0.107], [5.688, -0.396, 3.599], [6.765, 0.862, 2.838], [7.353, -0.635, 3.530], [6.479, -2.044, 1.863], [7.477, -0.820, 1.105], [2.091, -2.041, -0.653], [1.534, -0.384, -0.607], [1.717, -1.346, 0.848]],
  "forces_ev_per_angstrom": [[-0.249, 0.409, 0.460], [0.216, 0.273, -0.123], [-0.142, -0.477, -1.493], [0.069, -0.007, 0.134], [0.005, 0.046, 0.029], [-0.466, 0.108, -0.988], [0.327, 0.501, 1.287], [-0.908, 0.440, 0.209], [0.589, -0.066, 0.187], [-0.438, -0.966, 0.222], [-0.312, 0.305, 0.024], [-0.468, -0.654, 0.888], [-0.281, -0.321, 0.193], [0.462, -0.270, -1.244], [-0.288, 0.028, -0.042], [0.087, -0.077, 0.220], [0.132, -0.268, 0.105], [0.258, 0.700, -0.068], [-0.286, 0.096, -0.446], [0.478, 0.173, -0.369], [0.175, -0.168, 0.102], [-0.757, -0.095, -0.039], [-1.069, 0.043, 0.652], [1.011, 0.172, -0.181], [0.703, -0.176, 0.360], [-0.043, -0.157, -0.022], [0.406, 0.327, 0.093], [0.411, -0.152, 0.273], [-0.144, 0.177, -0.345], [0.192, 0.060, -0.019], [-0.290, -0.239, 0.103], [-0.157, 0.529, -0.087], [-0.466, 0.719, 0.722], [0.306, -0.457, -0.203], [0.442, 0.290, -0.056], [0.420, -0.586, 0.213], [0.049, -0.272, -0.412], [-0.033, 0.809, -0.320], [-1.387, -1.411, -0.064], [0.692, 0.064, 0.130], [-0.582, 0.166, -0.763], [0.176, 0.135, 0.020], [-0.130, -0.075, 0.462], [0.109, 0.679, -0.505], [0.159, -0.293, -0.041], [-0.142, 0.180, 0.203], [0.257, 0.171, 0.156], [0.442, 0.094, 0.354], [0.377, 0.171, -0.321], [0.318, -0.221, 0.340], [0.061, -0.061, -0.076], [-0.251, -0.362, 0.077], [0.947, -0.747, 0.698], [-0.136, -0.262, 0.365], [-0.480, 0.407, -0.640], [0.288, -1.174, 0.788], [0.204, 0.137, 0.139], [0.112, 1.389, -0.783], [-1.443, -1.497, 0.168], [-0.441, 0.307, -0.491], [-0.358, 0.048, -0.111], [0.208, 0.221, -0.044], [-0.224, 0.036, -0.075], [-0.049, 0.171, -0.025], [0.466, 0.089, -0.258], [0.485, 0.377, -0.009], [0.380, 0.464, 0.285]],
  "relative_energy_kj_mol": 0.00,
  "total_energy_ev": -46047.887,
  "lumo_ha": 0.0918,
  "spin_multiplicity": 1,
  "homo_lumo_gap_ev": 5.72,
  "total_charge": -1
}

No. 2
{
  "formula": "C14H38F3GaN7O6P2S",
  "method": "wB97M-V/def2-TZVPD",
  "elements": ["O", "C", "F", "N", "Ga", "S", "O", "O", "F", "C", "O", "F", "H", "H", "O", "P", "N", "C", "C", "N", "C", "C", "N", "C", "C", "H", "H", "H", "H", "H", "H", "H", "H", "H", "H", "H", "H", "H", "H", "H", "H", "H", "H", "O", "P", "N", "C", "C", "N", "C", "C", "N", "C", "C", "H", "H", "H", "H", "H", "H", "H", "H", "H", "H", "H", "H", "H", "H", "H", "H", "H", "H"],
  "xyz": [[-7.704, -3.045, -1.009], [-7.731, -2.274, -1.907], [-7.880, -2.734, -3.169], [-7.583, -0.874, -1.834], [-9.246, 0.124, -2.256], [-10.984, -1.417, -2.562], [-10.981, -2.492, -1.603], [-10.923, -1.898, -3.915], [-12.425, -0.665, -2.380], [-6.544, -0.574, -2.744], [-6.616, -0.145, -3.849], [-5.341, -0.878, -2.206], [-9.073, 0.980, -3.579], [-9.582, 1.156, -1.084], [-2.042, 1.851, 0.050], [-1.906, 0.419, 0.521], [-0.823, 0.725, 1.841], [0.034, -0.247, 2.487], [-1.310, 1.670, 2.840], [-1.018, -0.160, -0.852], [0.423, -0.327, -0.793], [-1.414, 0.415, -2.133], [-2.195, -1.237, 1.039], [-2.539, -2.240, 0.009], [-3.296, -1.280, 2.037], [-0.510, -0.896, 3.191], [0.808, 0.276, 3.058], [0.558, -0.884, 1.782], [-1.936, 1.179, 3.600], [-1.900, 2.462, 2.382], [-0.469, 2.154, 3.346], [0.939, 0.565, -0.427], [0.826, -0.570, -1.779], [0.685, -1.185, -0.168], [-0.961, 1.399, -2.305], [-2.497, 0.528, -2.192], [-1.118, -0.250, -2.949], [-3.354, -1.909, -0.638], [-2.842, -3.172, 0.492], [-1.678, -2.484, -0.604], [-4.254, -0.992, 1.597], [-3.092, -0.604, 2.871], [-3.392, -2.281, 2.457], [3.371, 0.722, 0.062], [4.869, 0.896, 0.096], [5.328, -0.769, 0.091], [6.614, -1.302, 0.494], [4.813, -1.554, -1.029], [4.969, 1.528, 1.711], [5.388, 0.696, 2.820], [3.851, 2.380, 2.109], [6.497, 1.469, -0.247], [6.880, 2.809, 0.240], [6.742, 1.472, -1.712], [7.391, -1.169, -0.274], [6.518, -2.375, 0.677], [6.981, -0.869, 1.418], [5.459, -1.476, -1.915], [3.814, -1.230, -1.314], [4.736, -2.607, -0.749], [4.828, -0.247, 2.879], [5.259, 1.226, 3.765], [6.459, 0.482, 2.764], [2.979, 1.800, 2.431], [3.539, 3.023, 1.286], [4.155, 3.036, 2.930], [6.154, 3.577, -0.038], [7.850, 3.088, -0.178], [7.005, 2.816, 1.318], [6.112, 2.202, -2.228], [6.536, 0.489, -2.143], [7.786, 1.698, -1.925]],
  "forces_ev_per_angstrom": [[-0.186, -0.028, -0.067], [0.240, -0.074, 1.317], [0.032, 0.072, -0.159], [0.481, -0.943, -1.217], [-0.080, 2.063, 0.024], [0.491, -1.437, -0.243], [-0.301, 0.405, 0.753], [-0.513, 0.635, -0.561], [0.340, -0.110, -0.105], [-1.069, 0.391, -0.577], [0.549, 0.110, 0.593], [0.207, -0.076, 0.091], [-0.113, -0.470, 0.017], [-0.021, -0.548, 0.171], [-3.437, -0.805, 0.955], [6.914, -0.015, -1.091], [-0.508, 0.068, 0.323], [-0.176, -0.460, 0.098], [-0.032, 0.428, -0.217], [-0.078, -0.352, -0.487], [0.022, -0.229, 0.467], [-0.185, 0.212, 0.117], [-2.954, 0.949, -0.411], [0.160, -0.231, -0.321], [0.275, 0.125, 0.535], [0.027, 0.000, 0.011], [-0.084, 0.140, -0.033], [-0.144, -0.006, -0.091], [0.113, 0.011, 0.102], [-0.003, -0.098, -0.146], [0.036, -0.106, 0.036], [0.113, -0.082, 0.018], [-0.214, 0.123, -0.117], [0.075, 0.126, 0.110], [-0.065, 0.030, -0.038], [0.025, 0.063, 0.007], [0.080, -0.085, 0.101], [-0.032, -0.122, -0.019], [-0.127, 0.192, 0.231], [0.047, 0.265, -0.031], [-0.062, -0.162, 0.014], [0.091, 0.072, -0.089], [0.057, -0.031, -0.088], [0.717, 1.687, -3.082], [0.711, -3.256, 5.888], [-0.052, 0.179, -0.591], [0.436, 0.236, -0.134], [-0.499, -0.022, 0.012], [0.131, 0.416, 0.256], [0.427, -0.192, -0.152], [-0.167, -0.047, -0.212], [-1.574, 1.475, -2.094], [0.109, 0.154, 0.341], [0.170, -0.563, -0.094], [0.005, -0.017, 0.019], [-0.156, 0.013, -0.073], [-0.043, 0.167, -0.071], [0.053, -0.132, 0.035], [0.023, 0.136, 0.106], [0.111, 0.007, 0.030], [0.064, -0.032, 0.056], [-0.175, 0.119, -0.097], [-0.057, -0.150, -0.040], [-0.065, 0.061, -0.055], [-0.067, -0.073, 0.000], [0.134, -0.091, 0.017], [0.072, 0.095, 0.009], [-0.090, -0.165, -0.251], [-0.246, -0.113, 0.026], [0.117, 0.083, -0.046], [-0.085, -0.019, 0.110], [0.006, 0.030, 0.102]],
  "total_energy_ev": -127791.819,
  "lumo_ha": 0.0452,
  "spin_multiplicity": 1,
  "homo_lumo_gap_ev": 7.33,
  "total_charge": -1
}